Below is C21H43FN2NbO4S as an isolated structure, with properties calculated with wB97M-V/def2-TZVPD.

```
73
Properties=species:S:1:pos:R:3:mulliken_charge:R:1
Nb 3.86 -0.09 -6.33 -0.5789
S 6.17 -0.57 -5.25 0.7948
F 6.13 -0.22 -3.68 -0.1693
O 6.53 -1.96 -5.26 -0.5990
O 3.00 1.13 -1.71 -0.6489
O 7.14 0.37 -5.76 -0.5535
O -1.75 -0.41 2.66 -0.5772
N 2.16 0.30 -1.26 0.6710
N -2.96 -0.02 2.66 0.6444
C -0.17 0.09 -0.33 -1.8550
C 1.27 1.47 -5.82 0.1133
C 1.09 0.95 -0.44 1.8405
C 1.82 -2.16 -0.86 -1.8459
C -3.20 1.08 3.64 1.5888
C 1.66 1.21 0.96 -1.2460
C -5.26 -0.72 1.94 -1.7721
C -4.41 -0.62 5.09 -0.4785
C 4.00 -1.25 -1.60 -2.2107
C 0.71 2.25 -1.11 -1.7619
C 1.78 0.54 -6.80 -1.4712
C -2.02 2.03 3.59 -1.9236
C -3.31 -2.25 1.76 -2.0706
C 0.83 2.23 -5.00 0.0136
C 2.20 -0.06 1.61 -0.0041
C -4.18 -1.69 4.02 -1.3749
C 2.79 -0.96 -0.74 2.2516
C 3.23 -0.75 0.71 -1.5948
C -3.33 0.46 5.03 -1.2921
C -4.45 1.90 3.30 -1.8688
C -3.93 -1.16 2.61 1.9086
H 0.88 1.66 1.57 0.2245
H -3.04 -1.88 0.77 0.4698
H -2.42 -2.67 2.22 0.3578
H 0.36 2.06 -2.13 0.2455
H -0.10 2.71 -0.54 0.3518
H 3.50 -1.72 1.12 0.3858
H 1.38 -0.74 1.86 -0.0314
H -3.31 -2.28 4.32 0.4297
H -0.03 -0.83 0.22 0.3206
H 3.74 -1.31 -2.65 0.3462
H 2.33 -3.00 -1.33 0.4875
H 1.44 -2.50 0.11 0.3411
H 4.20 1.53 -5.50 0.1282
H -0.92 0.66 0.22 0.3065
H -2.37 0.02 5.31 0.3632
H 0.96 -1.92 -1.49 0.2945
H -0.57 -0.14 -1.32 0.3505
H 1.54 2.94 -1.16 0.4728
H 4.77 -0.50 -1.49 0.4756
H -1.09 1.54 3.88 0.3705
H 4.41 -2.22 -1.29 0.4989
H 1.15 -0.35 -6.86 0.3294
H -5.41 -0.18 4.98 0.2831
H -5.16 0.24 1.44 0.3165
H 4.60 0.39 -7.95 0.0022
H -4.51 2.73 4.00 0.4348
H -6.08 -0.65 2.65 0.3307
H 4.14 -0.14 0.70 0.3772
H -2.20 2.86 4.26 0.4578
H 0.67 2.83 -4.15 0.4422
H 3.15 -0.97 -4.87 0.1850
H 3.84 -1.78 -7.06 0.0183
H -5.38 1.34 3.39 0.3679
H -4.39 2.30 2.29 0.3799
H 1.84 1.00 -7.79 0.4409
H -1.88 2.42 2.58 0.4381
H -5.02 -2.38 3.98 0.3512
H 2.47 1.94 0.87 0.3918
H -3.54 1.26 5.75 0.4210
H -4.05 -3.05 1.64 0.5261
H 2.68 0.20 2.56 0.4852
H -4.40 -1.09 6.07 0.4086
H -5.54 -1.45 1.17 0.4932
```

Results
Multiplicity: 3
Kohn-Sham gap (alpha / beta) (eV): 7.15 / 7.07
DFT total energy (Ha): -1791.10959
Strongest force on any atom (eV/A): 3.12
HOMO (alpha / beta) (eV): -5.37 / -5.37
Total charge: -1